# C3H2N2O2

An isolated molecule of C3H2N2O2 (wB97M-V/def2-TZVPD, OMol25).

Structure (ORCA input):
```
! RIJCOSX wB97M-V def2-TZVPD def2/J DEFGRID3
* xyz 0 1
O 0.84 -1.85 1.60
C 0.27 -0.80 1.51
C 0.54 0.14 0.32
O 1.64 0.43 -0.05
N -0.69 0.61 -0.22
C -0.77 0.49 -1.62
N -0.37 1.64 -1.44
H -0.48 -0.46 2.24
H -1.04 -0.26 -2.36
*
```

Results
**E_tot**: -375.371808 a.u.
**Kohn-Sham gap**: 9.5378 eV
**Max |F|**: 0.6 eV/A
**Energy above the lowest of the compared OMol25 structures with the same formula, charge and spin**: 3.802 eV
**SMILES**: O=CC(=O)N1C=N1
**LUMO**: -0.58 eV